{
  "formula": "C5H8N2S",
  "method": "ωB97M-V/def2-TZVPD",
  "symbols": ["C", "C", "C", "C", "C", "H", "H", "H", "H", "H", "H", "H", "H", "N", "N", "S"],
  "positions_angstrom": [[-0.713, 0.453, 0.000], [0.528, 1.358, 0.006], [1.076, -0.618, -1.013], [-0.056, -0.898, -0.005], [1.070, -0.625, 1.019], [-4.151, 0.558, 0.006], [0.587, 1.994, 0.901], [0.582, 2.008, -0.911], [0.797, -0.193, -1.977], [1.798, -1.448, -1.158], [-0.663, -1.807, -0.019], [1.774, -1.488, 1.158], [0.804, -0.172, 1.989], [-1.906, 0.861, -0.002], [1.616, 0.350, 0.005], [-3.144, -0.334, 0.003]],
  "nbo_charge": [0.26, -0.30, -0.23, -0.33, -0.23, 0.12, 0.22, 0.22, 0.20, 0.21, 0.23, 0.21, 0.20, -0.54, -0.39, 0.13],
  "homo_ha": -0.3241,
  "homo_lumo_gap_ev": 9.72,
  "energy_ev": -19127.819
}